DFT (wB97M-V/def2-TZVPD) results for a molecular structure, C19H16F9N3O12PdS2.

total energy	-98615.6449	eV
LUMO (alpha / beta)	0.1548 / 0.1548	Ha
energy above the lowest of the compared OMol25 structures with the same formula, charge and spin	1.094	eV

ORCA input file:
```
! wB97M-V def2-TZVPD RIJCOSX def2/J DEFGRID3
* xyz -2 1
Pd -0.8073 0.2311 0.0806
F -1.3298 -2.9356 5.3878
C -1.7776 -1.7973 4.8349
F -3.0672 -1.9662 4.5408
F -1.6871 -0.8328 5.7619
S -0.7732 -1.3431 3.3552
O -1.4254 -0.1880 2.8252
O 0.5438 -1.2379 3.9140
N -0.8410 -2.6094 2.4376
S -1.9765 -2.9882 1.4149
O -3.2569 -2.3700 1.6101
O -1.4591 -3.1356 0.0870
C -2.2543 -4.7266 1.9609
F -2.6600 -4.7828 3.2367
F -1.1561 -5.4804 1.8462
F -3.2130 -5.2870 1.2055
F -2.6317 4.5827 0.9220
C -1.7497 4.4977 -0.0855
F -2.4505 4.7062 -1.2307
F -0.9141 5.5443 0.0420
C -0.9934 3.1377 -0.1620
O 0.1157 3.1683 -0.6739
O -1.6833 2.1855 0.2924
O -4.0748 1.1869 -2.8761
C -3.3480 0.7182 -3.9178
C -3.8501 0.7592 -5.2180
C -3.0941 0.3003 -6.2841
C -1.8184 -0.1992 -6.0687
C -1.3185 -0.2301 -4.7753
C -2.0652 0.2092 -3.6900
C -1.4241 0.1272 -2.3340
O -2.1889 -0.0101 -1.3117
O -0.1846 0.1629 -2.2425
H -4.8764 1.5999 -3.2121
H -4.8449 1.1603 -5.3865
H -3.5058 0.3387 -7.2859
H -1.2193 -0.5549 -6.8970
H -0.3208 -0.5934 -4.5656
C 3.1190 1.6989 -1.2264
C 3.8439 0.4939 -0.6324
C 3.3702 0.0947 0.7849
C 4.1582 -1.1297 1.2671
C 3.7740 -1.5797 2.6723
C 3.6470 1.2574 1.7126
O 4.7809 1.6037 2.0091
N 2.5574 1.9165 2.1772
C 1.1934 1.6721 1.8766
O 0.3779 2.4336 2.3392
N 0.9279 0.5993 1.0794
C 1.8880 -0.2639 0.6580
O 1.5893 -1.3077 0.0863
H 3.5122 1.9173 -2.2216
H 3.2555 2.5924 -0.6129
H 2.0458 1.5298 -1.3243
H 4.9191 0.6840 -0.5692
H 3.6892 -0.3816 -1.2669
H 5.2198 -0.8753 1.2257
H 3.9650 -1.9313 0.5530
H 4.0292 -0.8174 3.4122
H 4.3060 -2.4952 2.9407
H 2.7043 -1.7785 2.7516
H 2.7083 2.7187 2.7696
*
```

These are the Mulliken partial charges, in e, on atoms 1 to 8: 0.682, -0.240, 0.335, -0.207, -0.219, 1.142, -0.614, -0.680

=====

DFT (wB97M-V/def2-TZVPD) results for C19H16N4O2S2 in the gas phase.

total energy	-51689.1999	eV
SMILES	Cc1ccccc1Nc1nc(-c2sc(NC(=O)c3ccco3)nc2C)cs1
LUMO	0.0077	Ha
energy above the lowest of the compared OMol25 structures with the same formula, charge and spin	0.000	eV

ORCA input file:
```
! wB97M-V def2-TZVPD RIJCOSX def2/J DEFGRID3
* xyz 0 1
C -6.1560 -2.4816 -0.4547
C -6.4882 -1.0415 -0.1860
C -7.8070 -0.6205 -0.1884
C -8.1466 0.7005 0.0523
C -7.1480 1.6206 0.3096
C -5.8231 1.2256 0.3212
C -5.4765 -0.0980 0.0679
N -4.1615 -0.5461 0.0752
C -2.9730 0.1004 0.0464
N -1.8701 -0.5705 0.0840
C -0.7702 0.2369 0.0055
C -1.0493 1.5702 -0.1002
S -2.7509 1.8450 -0.0986
H -0.3650 2.3898 -0.1715
C 0.5517 -0.3226 0.0374
C 0.9155 -1.6452 0.1354
N 2.2539 -1.8640 0.1442
C 2.9187 -0.7605 0.0571
N 4.2862 -0.7074 0.0468
C 4.9655 0.4773 -0.0450
O 4.3899 1.5469 -0.1240
C 6.4197 0.3369 -0.0384
C 7.3951 1.3005 -0.1131
C 8.6269 0.6160 -0.0650
C 8.3165 -0.7079 0.0355
O 6.9906 -0.8906 0.0525
H 8.9319 -1.5839 0.0997
H 9.6062 1.0461 -0.0999
H 7.2299 2.3547 -0.1918
H 4.7829 -1.5853 0.1116
S 1.9699 0.6943 -0.0481
C -0.0071 -2.8091 0.2271
H 0.5777 -3.7186 0.3269
H -0.6280 -2.8660 -0.6644
H -0.6691 -2.6962 1.0824
H -4.0418 -1.5498 0.0621
H -5.0609 1.9530 0.5430
H -7.3946 2.6526 0.5074
H -9.1820 1.0041 0.0409
H -8.5861 -1.3428 -0.3862
H -7.0628 -3.0370 -0.6792
H -5.6862 -2.9464 0.4138
H -5.4818 -2.5769 -1.3065
*
```

These are the Mulliken partial charges, in e, on atoms 1 to 8: -1.551, 1.055, -0.641, -0.659, -0.878, -0.654, 0.951, -0.157

=====

DFT (wB97M-V/def2-TZVPD) results for C19H16N4O4S in the gas phase.

total energy	-44945.1349	eV
SMILES	COCc1cc(C)nc(SCC(=O)Nc2cc3c(cc2C#N)OCO3)c1C#N
LUMO	-0.0088	Ha
energy above the lowest of the compared OMol25 structures with the same formula, charge and spin	2.247	eV

ORCA input file:
```
! wB97M-V def2-TZVPD RIJCOSX def2/J DEFGRID3
* xyz 0 1
N 0.0482 -0.3897 3.2574
N 1.4537 0.1784 -3.7471
O -2.3692 -3.3883 -0.8837
C -0.7127 -0.1574 2.3706
C 1.6597 -0.1094 -2.6261
N 1.8893 -2.1015 0.4997
O -3.5942 2.9343 0.2666
O -4.4024 1.4178 -1.3951
O 2.2834 2.8171 -0.1424
S 1.0047 -2.9748 -1.8794
C -1.3007 -3.1401 -0.4028
C 1.6191 -1.7353 -0.7621
C 2.5364 -1.1754 1.2520
C -2.0198 1.5436 1.1931
C -2.9675 -0.4848 -0.5561
C 2.9083 0.0362 0.8579
C -1.4952 0.2069 1.2309
C 1.9425 -0.4728 -1.2102
C -3.0142 1.7782 0.3029
C -3.4660 0.8220 -0.6024
C -1.9099 -0.8035 0.3679
C 2.4954 0.4726 -0.3799
N -1.1345 -1.9970 0.3595
C 0.9717 3.0749 -0.5961
C -4.5193 2.7546 -0.8380
C -0.0946 -3.9388 -0.8268
C 2.9870 -1.6985 2.6329
C 2.9474 1.7708 -0.8760
H -1.5355 2.3011 1.6800
H -3.2891 -1.2270 -1.3228
H 3.5025 0.6751 1.5135
H -0.1956 -1.9748 0.7220
H 0.8824 3.5505 -1.6152
H 0.5365 3.7601 0.1786
H 0.3057 2.2014 -0.6475
H -4.5408 3.5297 -1.6579
H -5.5275 2.8931 -0.5326
H 0.3355 -4.1890 0.1260
H -0.2750 -4.9294 -1.3145
H 2.2501 -2.3586 3.0075
H 3.1423 -0.8974 3.3490
H 3.8980 -2.2183 2.2153
H 3.9868 1.7532 -0.6236
H 2.7768 1.8904 -1.9452
*
```

These are the Mulliken partial charges, in e, on atoms 1 to 8: -0.620, -0.538, -0.580, -0.142, -0.839, -0.507, -0.467, -0.480